# 1
The following is a DFT calculation (wB97M-V/def2-TZVPD) of the molecule C23H25NO3.

Last column: Mulliken charge in e.
Positions of all 52 atoms, in Å:
C -5.087 -2.144 -0.258  -1.00
H -6.006 -1.598 -0.048  0.26
O -4.054 -1.383 0.313  -0.40
C -2.771 -1.808 0.166  0.95
C -2.401 -2.993 -0.462  -0.58
C -1.068 -3.347 -0.564  -1.36
C -0.070 -2.525 -0.055  0.45
C -0.453 -1.361 0.611  -0.26
C -1.776 -0.987 0.723  0.43
C -2.160 0.305 1.387  -1.62
N -2.378 1.342 0.390  0.31
C -1.148 1.754 -0.262  -0.04
C -1.477 2.769 -1.354  -0.91
O -2.148 3.895 -0.832  -0.40
C -3.330 3.498 -0.182  -0.66
C -3.044 2.505 0.945  -0.60
H -3.986 2.192 1.401  0.43
H -2.423 3.001 1.715  0.33
H -3.787 4.408 0.212  0.36
H -4.013 3.026 -0.905  0.33
H -0.565 3.144 -1.821  0.36
H -2.103 2.282 -2.115  0.37
H -0.668 0.885 -0.716  0.10
H -0.448 2.213 0.463  0.21
H -1.378 0.598 2.112  0.45
H -3.101 0.164 1.924  0.66
H 0.307 -0.738 1.062  0.53
C 1.336 -2.879 -0.201  -1.06
C 2.317 -2.017 -0.492  0.85
C 2.078 -0.601 -0.859  0.68
O 1.152 -0.240 -1.562  -0.66
C 3.090 0.353 -0.345  0.33
C 2.875 1.716 -0.553  -0.67
C 3.771 2.650 -0.074  -0.78
C 4.896 2.225 0.616  -0.47
C 5.118 0.875 0.822  -0.82
C 4.224 -0.077 0.352  0.85
C 4.467 -1.539 0.589  -1.02
C 3.771 -2.388 -0.475  -1.43
H 3.895 -3.451 -0.259  0.36
H 4.221 -2.179 -1.450  0.42
H 5.541 -1.741 0.599  0.43
H 4.071 -1.806 1.575  0.42
H 6.000 0.551 1.357  0.42
H 5.605 2.948 0.992  0.40
H 3.597 3.703 -0.237  0.41
H 1.989 2.012 -1.094  0.60
H 1.584 -3.923 -0.042  0.41
H -0.800 -4.261 -1.074  0.46
H -3.146 -3.648 -0.885  0.41
H -4.965 -2.240 -1.342  0.39
H -5.152 -3.142 0.190  0.36

**Energy relative to the best compared isomer or geometry (same formula, charge and spin)**: 37.6 kcal per mole
**Total charge**: 0
**Structure (SMILES)**: COc1ccc(/C=C2/CCc3ccccc3C2=O)cc1CN1CCOCC1
**Energy**: -31888.6327 eV


# 2
The following is a DFT calculation (wB97M-V/def2-TZVPD) of a cluster of 2 separate species, Cl3H3Si3 in total at a distorted geometry.

Last column: Mulliken charge in e.
Positions of all 9 atoms, in Å:
Si -2.014 0.696 0.290  0.30
Si -0.199 -0.302 -0.834  -0.01
Si 1.541 -0.258 0.683  0.61
Cl -3.519 -0.731 0.343  -0.21
Cl 3.172 -1.454 0.094  -0.24
Cl 2.055 1.666 0.104  -0.21
H -2.981 1.910 0.479  -0.06
H 0.500 -1.008 -3.200  -0.07
H 1.445 -0.519 2.040  -0.12

**Energy relative to the best compared isomer or geometry (same formula, charge and spin)**: 104.0 kcal per mole
**Total charge**: 0
**Energy**: -61246.0491 eV


# 3
The following is a DFT calculation (wB97M-V/def2-TZVPD) of a cluster of 4 separate species, H8O4 in total at a distorted geometry.

Last column: Mulliken charge in e.
Positions of all 12 atoms, in Å:
H 0.210 -0.249 1.122  0.21
H -0.960 -0.235 0.052  0.38
H -1.834 -1.956 1.210  0.33
H -0.677 -1.523 2.182  0.31
H 1.728 4.286 -1.976  0.33
H 0.865 3.232 -1.459  0.30
H 0.306 -2.638 -1.054  0.30
H 0.608 -1.528 -0.288  0.29
O -0.395 0.312 0.717  -0.61
O -1.531 -1.291 1.800  -0.61
O 1.783 3.379 -1.504  -0.62
O -0.103 -1.787 -0.802  -0.59

**Energy relative to the best compared isomer or geometry (same formula, charge and spin)**: 62.0 kcal per mole
**Total charge**: 0
**Structure (SMILES)**: O.O.O.O
**Energy**: -8317.9881 eV


Q: What is the energy relative to the best compared isomer or geometry (same formula, charge and spin) in the second record?
A: 104.0 kcal per mole


Q: What is the energy relative to the best compared isomer or geometry (same formula, charge and spin) in the third record?
A: 62.0 kcal per mole